[1]
{
  "formula": "C55H59BrInN7O5S2",
  "method": "ωB97M-V/def2-TZVPD",
  "homo_energy_ev": -7.34,
  "orbital_gap_ev": 7.588,
  "energy_ev": -175550.7928,
  "e_above_lowest_kcal_mol": 0.0,
  "charge": 0,
  "elements": ["In", "C", "C", "C", "O", "C", "C", "O", "C", "O", "C", "C", "C", "C", "C", "C", "C", "C", "C", "C", "C", "C", "C", "O", "C", "C", "C", "C", "C", "C", "C", "C", "C", "C", "C", "C", "H", "H", "H", "H", "H", "H", "H", "H", "H", "H", "H", "H", "H", "H", "H", "H", "H", "H", "H", "H", "H", "H", "H", "H", "H", "H", "H", "H", "C", "C", "N", "C", "C", "C", "S", "N", "C", "O", "C", "C", "C", "C", "C", "C", "H", "H", "H", "H", "H", "H", "H", "H", "H", "H", "H", "H", "H", "H", "H", "C", "N", "C", "C", "N", "C", "S", "H", "H", "H", "H", "H", "H", "C", "N", "C", "C", "N", "H", "H", "H", "H", "H", "H", "Br", "C", "C", "C", "C", "N", "C", "H", "H", "H", "H"],
  "xyz": [[0.6474, -0.4596, 0.9883], [-4.9014, -1.2219, -1.9930], [-3.7419, -0.3282, -2.4017], [-4.0403, 0.3862, -3.7067], [-2.5304, -1.0571, -2.5648], [-1.6474, -0.8332, -1.4679], [-2.3746, 0.2068, -0.5984], [-3.4811, 0.6243, -1.3882], [-1.5643, 1.4724, -0.1855], [-0.5470, 1.1436, 0.7074], [-2.5122, 2.3838, 0.6269], [-2.7630, 3.7146, 0.3241], [-3.5818, 4.4924, 1.1380], [-4.1723, 3.9492, 2.2648], [-3.9241, 2.6179, 2.5821], [-3.0934, 1.8538, 1.7810], [-0.9827, 2.2378, -1.3848], [-1.7554, 2.6672, -2.4668], [-1.1938, 3.4119, -3.4949], [0.1447, 3.7811, -3.4500], [0.9139, 3.3872, -2.3672], [0.3550, 2.6148, -1.3581], [-1.2484, -2.1761, -0.7680], [-0.6578, -1.9154, 0.4677], [-2.4912, -3.0321, -0.4944], [-3.0069, -3.9212, -1.4314], [-4.1466, -4.6630, -1.1556], [-4.7942, -4.5272, 0.0636], [-4.2813, -3.6522, 1.0108], [-3.1360, -2.9187, 0.7352], [-0.2655, -2.9495, -1.6623], [-0.2930, -2.8958, -3.0548], [0.6126, -3.6306, -3.8089], [1.5609, -4.4303, -3.1868], [1.5982, -4.4840, -1.8008], [0.6914, -3.7517, -1.0467], [-5.0288, -2.0269, -2.7162], [-5.8136, -0.6241, -1.9615], [-4.7348, -1.6566, -1.0107], [-4.3132, -0.3447, -4.4679], [-3.1610, 0.9322, -4.0428], [-4.8730, 1.0771, -3.5713], [-0.7193, -0.4032, -1.8560], [-2.7259, -0.2641, 0.3234], [-2.3112, 4.1667, -0.5476], [-3.7593, 5.5289, 0.8784], [-4.8224, 4.5499, 2.8883], [-4.3927, 2.1744, 3.4527], [-2.8881, 0.8239, 2.0509], [-2.8092, 2.4409, -2.4875], [-1.8159, 3.7262, -4.3245], [0.5753, 4.3789, -4.2437], [1.9571, 3.6728, -2.3008], [0.9716, 2.3009, -0.5343], [-2.5141, -4.0374, -2.3873], [-4.5304, -5.3505, -1.8992], [-5.6851, -5.1042, 0.2769], [-4.7743, -3.5424, 1.9698], [-2.7154, -2.2575, 1.4814], [-1.0233, -2.2768, -3.5593], [0.5776, -3.5716, -4.8905], [2.2693, -4.9983, -3.7768], [2.3352, -5.0975, -1.2966], [0.7372, -3.7951, 0.0338], [4.9071, 1.8789, -2.1785], [5.4977, 1.5388, -0.8182], [4.8597, 0.3437, -0.2571], [5.5626, -0.9149, -0.5000], [6.5468, -1.2379, 0.6142], [3.7076, 0.4493, 0.4189], [3.0123, -1.0673, 0.9819], [3.2491, 1.6916, 0.5752], [2.3100, 2.0356, 1.4704], [1.7134, 1.2798, 2.2671], [1.9335, 3.4830, 1.4642], [2.7861, 4.4604, 0.9620], [2.3791, 5.7852, 0.9279], [1.1109, 6.1338, 1.3743], [0.2505, 5.1575, 1.8595], [0.6627, 3.8356, 1.9114], [5.4070, 2.7487, -2.6074], [3.8438, 2.0975, -2.0754], [5.0197, 1.0425, -2.8722], [5.3714, 2.3647, -0.1244], [6.5639, 1.3219, -0.8979], [6.0746, -0.8124, -1.4579], [4.8431, -1.7220, -0.6054], [7.2729, -0.4335, 0.7449], [7.0897, -2.1546, 0.3819], [6.0167, -1.3840, 1.5558], [3.7619, 4.1691, 0.5975], [3.0466, 6.5463, 0.5443], [0.7887, 7.1667, 1.3316], [-0.7518, 5.4200, 2.1748], [-0.0119, 3.0520, 2.2314], [-0.9059, -4.5586, 2.6110], [-0.1739, -3.9852, 3.7252], [-0.7008, -3.5763, 4.9350], [0.3064, -3.0534, 5.6618], [1.4410, -3.1531, 4.8790], [1.1572, -3.7297, 3.6802], [2.2248, -4.0873, 2.4444], [-1.9628, -4.5826, 2.8663], [-0.5500, -5.5685, 2.4093], [-0.7612, -3.9389, 1.7264], [-1.7428, -3.6992, 5.1700], [0.3174, -2.6418, 6.6541], [2.3725, -2.8575, 5.1096], [0.2054, 2.0471, 5.1041], [-0.7731, 1.0750, 4.6195], [-2.1148, 1.0671, 5.1848], [-0.3859, 0.1118, 3.8331], [-0.0298, -0.7478, 3.1420], [-0.2352, 3.0421, 5.0441], [1.0805, 2.0106, 4.4597], [0.4828, 1.8335, 6.1389], [-2.5315, 2.0713, 5.1175], [-2.0942, 0.7497, 6.2301], [-2.7445, 0.3887, 4.6139], [4.6939, -2.6412, -3.9112], [3.2541, -1.4205, -3.7869], [2.7959, -0.7617, -4.9106], [1.7291, 0.1074, -4.7507], [1.1939, 0.2883, -3.4854], [1.6541, -0.3365, -2.4005], [2.6565, -1.1946, -2.5572], [3.2509, -0.9310, -5.8771], [1.3156, 0.6435, -5.5941], [0.3601, 0.9644, -3.3401], [2.9802, -1.7304, -1.6742]]
}

[2]
{
  "formula": "C55H64CsN9O4",
  "method": "ωB97M-V/def2-TZVPD",
  "homo_energy_ev": [-0.34, -0.31],
  "orbital_gap_ev": [3.857, 3.828],
  "energy_ev": -80221.7258,
  "e_above_lowest_kcal_mol": 22.2,
  "charge": -2,
  "elements": ["Cs", "C", "C", "C", "C", "C", "N", "C", "C", "C", "N", "C", "C", "C", "C", "C", "C", "C", "C", "N", "C", "C", "C", "N", "C", "C", "C", "C", "O", "C", "O", "H", "H", "H", "H", "H", "H", "H", "H", "H", "H", "H", "H", "H", "H", "H", "H", "H", "H", "H", "H", "H", "H", "H", "H", "H", "H", "H", "H", "C", "N", "C", "C", "C", "C", "C", "C", "N", "C", "C", "C", "C", "C", "C", "N", "C", "C", "C", "C", "C", "N", "H", "H", "H", "H", "H", "H", "H", "H", "H", "H", "H", "H", "H", "H", "H", "H", "H", "H", "N", "C", "C", "C", "O", "O", "H", "H", "H", "H", "H", "H", "C", "C", "C", "C", "C", "C", "C", "C", "C", "C", "H", "H", "H", "H", "H", "H", "H", "H", "H", "H", "H", "H"],
  "xyz": [[1.4179, -0.3523, 0.6524], [-3.5605, -5.8258, -2.8420], [-2.9804, -4.4387, -2.7107], [-3.3180, -3.4308, -3.6108], [-2.8352, -2.1034, -3.5066], [-3.1111, -1.1833, -4.5276], [-2.4236, -0.0271, -4.8381], [-1.0615, 0.3079, -4.4661], [-0.2335, 0.7058, -5.6885], [1.0729, 1.3935, -5.3232], [1.9919, 0.5279, -4.6169], [3.3328, 0.8412, -4.6202], [4.2677, 0.4348, -3.6557], [5.6427, 0.7133, -3.8322], [6.6095, 0.3786, -2.8908], [8.0526, 0.7779, -3.0845], [6.2028, -0.3056, -1.7543], [4.8540, -0.6704, -1.5381], [4.5739, -1.3871, -0.2740], [3.7955, -2.3490, 0.0313], [2.9530, -3.0429, -0.9396], [2.2821, -4.2577, -0.2648], [0.7592, -4.2721, -0.3975], [0.2183, -3.0500, 0.1918], [-0.7574, -2.4441, -0.3685], [-1.6097, -2.8243, -1.4950], [-2.0790, -4.1352, -1.6974], [-2.0885, -1.7356, -2.2894], [-1.8843, -0.5289, -1.9921], [3.8363, -0.2541, -2.4351], [2.5879, -0.3850, -2.1882], [-3.9692, -5.9874, -3.8428], [-4.3719, -6.0065, -2.1282], [-2.8020, -6.5936, -2.6673], [-3.9432, -3.6758, -4.4687], [-3.8795, -1.4510, -5.2514], [-2.9528, 0.7112, -5.2699], [-0.6260, -0.5609, -3.9788], [-1.0401, 1.1051, -3.7153], [-0.8190, 1.3915, -6.3142], [-0.0268, -0.1867, -6.2868], [0.8369, 2.2882, -4.7269], [1.5739, 1.7484, -6.2286], [1.7106, 0.1452, -3.7113], [3.6818, 1.3871, -5.4931], [5.9410, 1.2423, -4.7357], [8.2354, 1.0842, -4.1171], [8.7346, -0.0464, -2.8578], [8.3367, 1.6164, -2.4406], [6.9383, -0.5783, -1.0005], [5.1958, -1.0510, 0.5648], [3.5575, -3.3517, -1.8007], [2.1942, -2.3698, -1.3503], [2.5464, -4.2202, 0.7943], [2.6791, -5.1968, -0.6649], [0.3591, -5.1488, 0.1256], [0.4675, -4.3706, -1.4491], [-0.9639, -1.4395, 0.0243], [-1.7700, -4.9204, -1.0133], [-2.6985, 3.5023, 1.4866], [-2.5787, 2.1336, 0.9885], [-3.6836, 1.3243, 1.5163], [-3.6263, -0.1425, 1.2866], [-4.4526, -0.7625, 0.3758], [-4.5469, -2.1382, 0.2517], [-3.7767, -2.8773, 1.1372], [-2.9282, -2.2801, 2.0304], [-2.7532, -0.9038, 2.0816], [-2.5485, 2.0232, -0.4659], [-1.3962, 2.7109, -1.1456], [-1.5971, 3.8637, -1.8934], [-0.5223, 4.4410, -2.5520], [0.7137, 3.8280, -2.4711], [0.8168, 2.6623, -1.7212], [-0.1975, 2.1255, -1.0525], [-1.4299, 4.0919, 2.0541], [-1.3527, 4.3865, 3.4123], [-0.1686, 4.8947, 3.9186], [0.8925, 5.0907, 3.0585], [0.7282, 4.7556, 1.7178], [-0.4099, 4.2843, 1.2228], [-3.4338, 3.5019, 2.2949], [-3.0913, 4.1738, 0.7092], [-4.6441, 1.6754, 1.1013], [-3.7116, 1.4832, 2.6024], [-5.0400, -0.1115, -0.2613], [-5.1498, -2.6055, -0.5134], [-3.7728, -3.9598, 1.1055], [-2.2530, -2.8519, 2.6355], [-3.4944, 2.4186, -0.8836], [-2.4782, 0.9708, -0.7468], [-2.5870, 4.3008, -1.9498], [-0.6538, 5.3470, -3.1326], [1.5840, 4.2227, -2.9792], [1.7662, 2.1338, -1.6602], [-2.1991, 4.1901, 4.0600], [-0.0737, 5.1141, 4.9758], [1.8440, 5.4628, 3.4113], [1.5525, 4.8633, 1.0205], [3.7276, 3.0746, 0.4309], [4.6263, 2.6806, 1.5327], [3.8476, 2.5174, 2.8430], [2.8329, 1.3775, 2.7409], [3.1117, 0.2769, 3.2553], [1.7871, 1.6251, 2.0558], [3.9974, 2.5975, -0.4220], [2.8022, 2.7301, 0.6889], [5.4018, 3.4395, 1.6721], [5.1419, 1.7376, 1.3164], [3.3180, 3.4468, 3.0591], [4.5423, 2.3005, 3.6555], [-0.3514, 0.1968, 4.6982], [-1.1835, -0.9493, 4.0912], [-0.1898, -2.1001, 3.8535], [-1.8255, -0.3261, 2.8625], [-2.2924, -1.3723, 5.0695], [-3.0965, -0.4032, 5.6779], [-4.1260, -0.7476, 6.5368], [-4.3944, -2.0866, 6.8101], [-3.6117, -3.0601, 6.2177], [-2.5752, -2.7039, 5.3543], [0.4947, 0.4290, 4.0477], [0.0328, -0.0991, 5.6778], [-0.9344, 1.1127, 4.8133], [0.6065, -1.7562, 3.2032], [-0.6045, -2.9945, 3.3957], [0.2668, -2.3876, 4.8055], [-1.7168, 0.7379, 2.7399], [-2.9166, 0.6429, 5.4622], [-4.7242, 0.0316, 6.9953], [-5.2067, -2.3606, 7.4724], [-3.8027, -4.1082, 6.4167], [-1.9657, -3.4853, 4.9203]]
}

[3]
{
  "formula": "C55H64N2O5PTi",
  "method": "ωB97M-V/def2-TZVPD",
  "homo_energy_ev": -9.45,
  "orbital_gap_ev": 7.009,
  "energy_ev": -103697.2292,
  "e_above_lowest_kcal_mol": 0.0,
  "charge": 1,
  "elements": ["Ti", "O", "C", "C", "C", "C", "C", "C", "C", "C", "C", "O", "C", "C", "C", "C", "C", "C", "C", "C", "C", "C", "C", "C", "N", "C", "C", "C", "C", "C", "C", "C", "C", "C", "C", "C", "C", "H", "H", "H", "H", "H", "H", "H", "H", "H", "H", "H", "H", "H", "H", "H", "H", "H", "H", "H", "H", "H", "H", "H", "H", "H", "H", "H", "C", "C", "C", "P", "C", "C", "C", "C", "C", "C", "C", "C", "C", "C", "N", "C", "C", "C", "C", "C", "C", "C", "C", "C", "H", "H", "H", "H", "H", "H", "H", "H", "H", "H", "H", "H", "H", "H", "H", "H", "H", "H", "H", "H", "H", "H", "H", "H", "H", "H", "H", "H", "H", "H", "H", "O", "H", "H", "O", "H", "H", "O", "H", "H"],
  "xyz": [[-0.5018, 0.2813, 0.3641], [0.0717, 0.6309, 2.0554], [0.5869, 1.6697, 2.8964], [0.8629, 2.8618, 1.9689], [-0.3756, 3.3953, 1.3137], [-0.7835, 4.7069, 1.5012], [-1.8998, 5.1689, 0.8303], [-2.5563, 4.3135, -0.0350], [-2.0953, 3.0153, -0.1896], [-2.7756, 2.0798, -1.1477], [-3.3736, 0.8781, -0.4132], [-2.2848, 0.2022, 0.2255], [-4.0482, -0.1313, -1.3319], [-4.2475, 0.0948, -2.6873], [-4.8747, -0.8619, -3.4776], [-5.3198, -2.0457, -2.9148], [-5.1427, -2.2679, -1.5547], [-4.5119, -1.3174, -0.7725], [-4.3638, 1.3924, 0.6239], [-4.1025, 1.3866, 1.9829], [-5.0298, 1.9109, 2.8768], [-6.2212, 2.4456, 2.4193], [-6.4850, 2.4587, 1.0557], [-5.5632, 1.9353, 0.1672], [-1.0376, 2.5601, 0.5010], [1.8913, 1.1416, 3.5079], [1.9163, 0.6073, 4.7927], [3.0862, 0.0788, 5.3226], [4.2549, 0.0845, 4.5818], [4.2472, 0.6239, 3.3029], [3.0783, 1.1478, 2.7732], [-0.4007, 2.0251, 4.0064], [-1.3074, 1.1037, 4.5113], [-2.0967, 1.4016, 5.6134], [-2.0054, 2.6412, 6.2236], [-1.1024, 3.5719, 5.7328], [-0.3017, 3.2597, 4.6458], [1.3821, 3.6572, 2.5010], [1.5381, 2.5205, 1.1795], [-0.2239, 5.3486, 2.1658], [-2.2454, 6.1838, 0.9700], [-3.4234, 4.6386, -0.5921], [-3.5617, 2.6308, -1.6640], [-2.0659, 1.7252, -1.8998], [-3.9042, 1.0074, -3.1548], [-5.0169, -0.6742, -4.5332], [-5.8126, -2.7881, -3.5270], [-5.5014, -3.1829, -1.1024], [-4.3889, -1.4928, 0.2887], [-3.1605, 1.0121, 2.3552], [-4.8080, 1.9102, 3.9337], [-6.9409, 2.8508, 3.1168], [-7.4155, 2.8686, 0.6866], [-5.7916, 1.9292, -0.8925], [1.0199, 0.6023, 5.3958], [3.0786, -0.3312, 6.3235], [5.1672, -0.3203, 4.9975], [5.1554, 0.6451, 2.7155], [3.1070, 1.5509, 1.7699], [-1.3891, 0.1182, 4.0797], [-2.7757, 0.6533, 6.0007], [-2.6200, 2.8756, 7.0816], [-1.0052, 4.5376, 6.2101], [0.4270, 3.9877, 4.3182], [0.1350, -4.1759, 1.0200], [-0.6972, -3.8385, -0.2193], [-2.1910, -3.9332, 0.0784], [-0.1579, -2.2738, -1.0609], [-1.2442, -2.2583, -2.5647], [-1.1249, -0.9628, -3.3627], [-1.0659, -3.4796, -3.4619], [1.5193, -2.7893, -1.6940], [1.9263, -4.1286, -1.5778], [3.1368, -4.6190, -2.0327], [3.5076, -6.0652, -1.8564], [4.0088, -3.7152, -2.6342], [3.6596, -2.3940, -2.7809], [2.4154, -1.9102, -2.3445], [2.1177, -0.5827, -2.5569], [2.8034, 0.2828, -3.4562], [2.8445, 0.0041, -4.8308], [2.2445, -1.2395, -5.4252], [3.4805, 0.9057, -5.6752], [4.0585, 2.0793, -5.2104], [4.7065, 3.0479, -6.1594], [4.0047, 2.3314, -3.8485], [3.4026, 1.4472, -2.9601], [3.4849, 1.7370, -1.4860], [0.0310, -5.2395, 1.2431], [-0.2159, -3.6182, 1.8811], [1.1970, -3.9715, 0.8868], [-0.5092, -4.6054, -0.9744], [-2.5054, -3.2270, 0.8402], [-2.3982, -4.9353, 0.4601], [-2.8051, -3.7933, -0.8084], [-2.2517, -2.2760, -2.1337], [-0.1021, -0.7570, -3.6712], [-1.4763, -0.1085, -2.7869], [-1.7424, -1.0337, -4.2600], [-0.0462, -3.5449, -3.8461], [-1.7429, -3.4054, -4.3147], [-1.2903, -4.4149, -2.9495], [1.2825, -4.8472, -1.0971], [2.6370, -6.6665, -1.5963], [4.2473, -6.1928, -1.0636], [3.9357, -6.4777, -2.7704], [4.9740, -4.0521, -2.9928], [4.3463, -1.6988, -3.2447], [1.3971, -1.6067, -4.8511], [2.9745, -2.0505, -5.4590], [1.9149, -1.0487, -6.4453], [3.5107, 0.6846, -6.7364], [5.3474, 2.5313, -6.8731], [5.3131, 3.7771, -5.6246], [3.9559, 3.5951, -6.7325], [4.4608, 3.2345, -3.4578], [4.3802, 1.2744, -1.0605], [2.6371, 1.3501, -0.9263], [3.5650, 2.8117, -1.3146], [1.8452, -0.7269, 0.6957], [2.4711, -1.2647, 0.1935], [2.1024, -0.7550, 1.6260], [-1.3987, -1.6147, 2.0638], [-2.2441, -1.1582, 1.9465], [-0.9108, -1.0686, 2.6952], [0.2312, 0.9370, -1.1146], [0.4669, 1.7775, -1.5161], [1.3301, -0.1836, -2.0677]]
}